Record 1
Density functional theory data (ωB97M-V with the def2-TZVPD basis set) for a molecular structure, C26H38CsN10O11 in a non-equilibrium geometry.

```
86
Properties=species:S:1:pos:R:3:forces:R:3:mulliken_charge:R:1
Cs -1.290 -0.382 0.087 1.794 0.205 0.234 1.50
C 1.088 -5.950 0.152 0.013 -0.034 0.017 -1.11
N 1.104 -4.636 -0.456 -0.038 0.053 -0.024 0.28
C 2.311 -4.243 -1.165 0.034 -0.017 0.041 -0.94
C 0.128 -3.717 -0.246 -0.064 -0.008 0.006 0.54
O 0.148 -2.589 -0.699 0.393 -0.838 -0.220 -0.58
C -1.069 -4.183 0.594 0.000 -0.009 0.041 -1.02
O -1.798 -3.037 0.919 -0.051 -0.408 0.102 -0.01
C -2.991 -3.242 1.626 0.004 -0.052 0.022 -0.78
C -3.395 -1.861 2.168 -0.027 -0.083 0.014 0.49
O -2.522 -1.053 2.429 -0.402 -0.273 0.724 -0.71
N -4.708 -1.591 2.304 0.031 0.022 0.015 0.22
C -5.764 -2.554 2.075 -0.025 -0.023 0.002 -1.21
C -5.084 -0.217 2.630 -0.016 -0.005 -0.019 -0.87
H 1.777 -6.590 -0.396 -0.008 -0.003 -0.010 0.39
H 0.101 -6.411 0.093 0.011 0.021 0.013 0.36
H 1.407 -5.927 1.199 0.007 0.000 -0.006 0.32
H 2.436 -4.847 -2.068 -0.010 0.004 0.008 0.35
H 3.184 -4.384 -0.522 -0.015 0.000 0.005 0.40
H 2.247 -3.191 -1.426 -0.016 0.033 -0.002 0.04
H -0.738 -4.703 1.502 0.008 0.017 -0.003 0.44
H -1.665 -4.892 -0.002 -0.009 -0.003 0.012 0.31
H -2.845 -3.925 2.476 -0.003 -0.008 -0.002 0.36
H -3.752 -3.671 0.965 0.004 0.006 0.001 0.41
H -5.435 -3.568 2.298 -0.001 0.015 -0.008 0.45
H -6.139 -2.517 1.047 -0.001 0.002 0.000 0.31
H -6.592 -2.334 2.747 0.000 0.006 0.003 0.43
H -4.420 0.474 2.114 0.005 0.009 0.000 0.21
H -5.046 -0.044 3.708 0.009 0.001 -0.007 0.27
H -6.100 -0.048 2.274 0.002 -0.003 0.002 0.42
O -3.590 1.096 0.106 -0.523 0.281 -0.086 -0.72
C -2.954 1.661 -0.813 -0.513 0.600 -0.240 -0.81
O -2.412 1.097 -1.790 -0.464 0.480 -0.565 -0.81
C -2.732 3.157 -0.683 -0.030 0.032 -0.033 0.71
C -3.559 4.050 -1.279 0.031 -0.016 0.057 -0.19
C -3.315 5.437 -1.145 -0.099 0.090 -0.013 -0.49
C -2.245 5.900 -0.427 0.032 -0.085 -0.018 -0.37
C -1.375 4.992 0.168 0.174 0.161 -0.103 -0.39
C -1.567 3.563 0.093 -0.087 -0.098 -0.038 0.85
O -0.846 2.696 0.633 -0.171 0.144 -0.023 -0.76
N -0.261 5.565 0.886 -0.302 -0.160 0.574 0.93
O -0.295 6.759 1.169 0.089 0.024 -0.213 -0.68
O 0.656 4.839 1.257 0.065 0.054 -0.210 -0.63
N -4.202 6.384 -1.778 0.096 -0.050 -0.067 1.04
O -5.151 5.948 -2.417 -0.016 0.017 0.038 -0.67
O -3.969 7.581 -1.666 -0.022 -0.004 0.035 -0.67
H -4.408 3.715 -1.858 0.000 0.011 -0.007 0.56
H -2.065 6.958 -0.333 0.010 0.032 0.008 0.60
C 1.424 2.733 3.728 -0.033 0.021 0.037 -0.87
N 1.681 1.392 3.263 0.083 -0.078 -0.050 0.23
C 2.169 0.321 4.098 -0.024 0.004 0.005 -0.33
C 2.545 -0.740 3.054 -0.049 -0.049 -0.045 -0.06
O 2.963 -1.849 3.338 0.002 0.015 -0.001 -0.76
N 2.326 -0.228 1.809 0.031 0.028 0.114 -0.10
C 1.869 1.023 1.974 -0.063 0.052 -0.017 0.08
N 1.640 1.846 0.959 -0.142 -0.052 -0.062 -0.13
H 0.947 2.680 4.706 0.000 0.001 -0.008 0.34
H 0.748 3.250 3.052 -0.013 0.000 -0.032 0.24
H 2.344 3.322 3.815 -0.003 -0.013 0.002 0.29
H 1.403 -0.061 4.776 0.009 0.003 0.011 0.29
H 3.049 0.609 4.682 0.007 0.010 -0.006 0.27
H 1.488 1.390 0.059 0.303 -0.123 -0.164 -0.04
H 0.990 2.624 1.080 0.011 0.003 0.066 0.19
C 5.175 -1.439 -2.157 0.015 0.001 -0.004 -0.50
C 4.617 -0.964 -0.830 -0.026 -0.017 0.001 -0.77
N 3.174 -0.884 -0.937 0.028 0.079 -0.133 0.43
C 2.596 -0.209 -1.996 0.085 -0.130 -0.012 0.09
N 1.482 0.390 -1.810 -0.044 0.132 0.190 -0.20
C 0.787 1.010 -2.930 0.004 0.053 0.034 -0.56
C 1.209 0.429 -4.269 -0.006 -0.024 0.007 -0.81
C 2.723 0.428 -4.334 0.013 -0.004 0.009 -0.71
N 3.255 -0.343 -3.223 -0.038 0.007 0.004 0.15
C 4.699 -0.495 -3.245 -0.010 0.005 -0.019 -0.79
H 4.816 -2.449 -2.366 -0.008 0.003 0.006 0.18
H 6.267 -1.460 -2.137 0.002 0.005 -0.006 0.41
H 5.067 0.005 -0.568 0.003 0.000 -0.004 0.33
H 4.856 -1.656 -0.022 -0.003 -0.009 -0.008 0.43
H 2.709 -0.696 -0.047 -0.020 -0.057 0.039 0.37
H 0.987 2.089 -2.915 -0.003 -0.005 -0.016 0.24
H -0.288 0.911 -2.772 -0.012 -0.013 -0.021 0.22
H 0.786 1.004 -5.095 0.017 0.018 0.005 0.42
H 0.849 -0.600 -4.357 -0.007 0.003 0.000 0.25
H 3.101 1.462 -4.311 -0.002 0.002 0.004 0.32
H 3.088 -0.028 -5.259 -0.004 -0.006 0.000 0.38
H 5.194 0.484 -3.126 -0.004 -0.003 0.015 0.33
H 4.976 -0.868 -4.235 0.004 -0.010 0.002 0.38
```
Forces are in eV/Å.

Properties
HOMO-LUMO gap in eV: 6.27
Net charge: -1
E_LUMO in eV: 1.5
Spin multiplicity: 1

Record 2
Density functional theory data (ωB97M-V with the def2-TZVPD basis set) for C26H38N2O5S4 in the gas phase in a non-equilibrium geometry.

```
75
Properties=species:S:1:pos:R:3:forces:R:3:mulliken_charge:R:1
C 2.012 -5.244 0.807 -4.651 7.812 4.191 -0.56
C 1.392 -4.203 1.564 3.636 -6.484 -6.037 -0.33
C 0.509 -2.902 2.135 1.155 -1.578 -0.815 -0.21
C 0.143 -1.916 0.833 1.250 -1.264 0.084 0.68
C -1.454 -1.715 0.712 0.605 -1.141 -0.678 -1.45
C -2.050 -0.283 0.128 -0.705 -1.129 0.588 1.46
C -3.481 -0.808 -0.526 -1.751 -0.115 -0.193 -1.26
C -3.592 -0.891 -2.138 -0.835 -1.813 0.566 0.14
C -5.181 -1.277 -2.490 -1.999 2.039 -5.553 0.27
O -5.631 -0.940 -3.701 2.583 -2.464 7.948 -0.53
O -6.052 -2.010 -1.523 1.806 2.587 -1.333 -0.47
C -1.009 0.450 -0.955 -3.392 0.179 -0.901 -0.05
C -0.358 -0.496 -2.094 0.128 -1.561 -0.705 -0.70
C 1.233 -0.737 -2.152 1.046 -0.195 -1.239 -0.36
C 1.940 0.441 -3.107 -1.648 -0.724 0.114 -0.65
S 3.816 0.465 -2.984 -0.377 -0.244 0.495 -0.17
C 4.400 0.855 -1.242 -0.436 0.507 1.651 -0.04
S 4.628 2.508 -0.860 -0.374 -3.296 -0.487 -0.12
N 4.612 -0.312 -0.304 0.668 2.307 -1.458 0.22
C 5.482 -1.380 -0.930 1.192 -0.964 -0.455 -0.60
C 6.899 -0.695 -1.388 0.753 -0.919 -0.385 -0.70
C 5.152 0.104 1.046 0.352 -0.700 1.855 -0.79
C 3.997 0.652 2.100 0.240 0.542 -0.029 -0.41
S 0.092 1.752 -0.174 6.327 5.758 -2.868 0.98
O 1.542 1.371 0.145 -4.899 -0.535 -0.224 -0.18
O 0.196 2.943 -1.210 -1.778 -4.605 3.732 -0.74
O -0.521 2.463 1.248 -0.321 -2.786 -1.487 -0.44
C -1.233 1.511 2.110 -0.971 0.042 2.344 0.08
C -0.298 0.509 3.002 1.630 0.074 0.135 -0.30
C -2.468 0.819 1.267 -0.064 2.309 1.564 -0.02
S -3.568 0.055 2.644 0.176 -0.413 -0.014 -0.15
C -3.386 2.100 0.805 -3.514 4.518 -1.298 0.62
C -3.979 2.507 -0.635 -0.173 1.160 3.113 -0.16
C -4.883 3.818 -0.839 0.351 -0.157 0.933 -0.28
N -5.341 4.851 0.123 4.136 -6.472 1.201 -0.49
C -4.844 4.451 1.463 0.906 -1.215 -0.081 -0.23
C -3.941 3.215 1.923 -0.578 0.227 -3.320 -0.61
H 2.423 -5.892 -0.107 -1.052 1.735 2.849 0.32
H 1.213 -2.359 2.896 -1.629 -1.076 -1.312 0.34
H -0.451 -3.382 2.621 2.016 1.162 -0.814 0.33
H 0.809 -0.972 0.937 -1.446 -1.443 -0.212 -0.72
H 0.570 -2.516 -0.107 -1.126 1.480 2.034 0.39
H -1.759 -2.560 -0.082 0.438 2.007 1.733 0.24
H -1.938 -2.073 1.714 0.586 1.155 -1.891 0.45
H -3.794 -1.897 -0.136 1.172 2.440 -0.746 0.32
H -4.432 -0.181 -0.166 2.413 -0.827 -0.627 0.44
H -3.262 0.056 -2.741 -0.913 -1.931 1.092 0.16
H -2.974 -1.848 -2.495 -1.320 2.216 0.515 0.31
H -6.408 -1.374 -0.831 0.783 -0.874 -1.260 0.35
H -1.759 1.135 -1.592 1.932 -1.000 1.758 0.30
H -0.679 -0.145 -3.192 0.612 -0.395 2.608 0.36
H -0.870 -1.571 -1.996 1.078 2.433 0.081 0.18
H 1.421 -1.747 -2.762 -0.528 2.104 1.397 0.30
H 1.801 -0.874 -1.140 -1.320 0.607 -1.859 -0.03
H 1.694 0.094 -4.222 0.964 0.851 2.291 0.38
H 1.439 1.491 -2.984 1.163 -1.902 0.142 0.30
H 4.972 -1.929 -1.852 0.894 1.572 2.022 0.27
H 5.727 -2.251 -0.154 -0.849 2.161 -1.423 0.42
H 6.901 -0.580 -2.569 0.185 -0.196 2.547 0.24
H 7.783 -1.416 -1.036 -1.811 1.581 -1.074 0.26
H 7.128 0.348 -0.907 -0.767 -2.012 -0.890 0.24
H 5.581 -0.890 1.549 -1.000 2.064 -1.199 0.36
H 6.089 0.836 0.988 -2.231 -1.261 -0.022 0.23
H 3.608 1.728 1.833 0.842 -2.204 0.333 0.14
H 3.055 -0.054 2.141 2.045 1.210 -0.183 -0.13
H 4.485 0.727 3.174 -0.959 -0.302 -2.190 0.43
H -1.674 2.209 2.980 0.603 -1.353 -2.531 0.51
H -0.109 0.909 4.112 -0.711 -0.571 -2.561 0.36
H 0.787 0.536 2.503 -2.379 -0.406 1.068 -0.29
H -0.714 -0.580 3.139 0.795 2.256 -0.628 0.19
H -3.550 0.894 3.775 0.494 -0.391 -1.631 0.20
H -3.778 1.805 -1.547 -0.556 1.740 1.809 -0.09
H -5.264 4.012 -1.956 1.005 -0.531 2.752 0.28
H -5.187 5.192 2.336 0.900 -1.867 -2.132 0.27
H -3.662 3.091 3.070 -0.800 0.484 -2.800 -0.01
```
Forces are in eV/Å.

Properties
HOMO-LUMO gap in eV: 7.31
E_LUMO in eV: -0.8
Spin multiplicity: 1